[1]
The molecule C18H25N3O3S at a distorted geometry, computed with ωB97M-V/def2-TZVPD.

Element x y z (Å)
O  4.022485  -3.773073  2.815348
C  3.739194  -3.137757  1.823126
C  4.595168  -2.135917  1.100904
C  3.919687  -1.891197  -0.247562
C  2.632560  -2.732917  -0.246008
C  1.369624  -1.884979  -0.392040
O  1.024863  -1.510604  -1.515587
N  0.684542  -1.482146  0.733300
C  -0.342837  -0.419637  0.733433
C  -1.339804  -0.636867  1.961496
C  -2.736527  -0.005894  1.709195
C  -3.469894  -0.554780  0.535493
C  -4.974209  -0.130233  0.575618
C  -5.798968  -0.606391  -0.633268
S  -5.952323  -2.433446  -0.619122
C  0.141994  1.063088  0.621441
O  -0.082969  1.868246  1.528316
N  0.710693  1.392482  -0.605613
C  1.127982  2.638908  -1.107740
C  1.212489  3.814312  -0.367482
C  1.756949  4.964775  -0.946433
C  2.116069  4.983167  -2.281312
C  1.937376  3.847552  -3.049611
C  1.487189  2.681028  -2.489701
N  2.673504  -3.493103  1.044843
H  4.585734  -1.205432  1.706500
H  5.591666  -2.515583  0.965754
H  4.582127  -2.188507  -1.083318
H  3.708502  -0.841550  -0.377604
H  2.659884  -3.444618  -1.071368
H  1.059669  -1.798824  1.616188
H  -0.920899  -0.573888  -0.190344
H  -0.892591  -0.190038  2.895373
H  -1.474630  -1.726298  2.134898
H  -3.324452  -0.153262  2.607788
H  -2.585642  1.099590  1.602327
H  -3.392010  -1.664200  0.543145
H  -2.998239  -0.240618  -0.404725
H  -4.977969  0.935690  0.570709
H  -5.479810  -0.419501  1.519165
H  -6.776462  -0.115540  -0.597116
H  -5.329762  -0.322093  -1.562256
H  -6.620537  -2.624159  -1.771922
H  0.865415  0.645938  -1.261276
H  0.940303  3.891891  0.672138
H  1.904818  5.874780  -0.371126
H  2.536154  5.884207  -2.713911
H  2.158116  3.911639  -4.113958
H  1.432815  1.804296  -3.140760
H  2.292961  -4.448537  1.144667

Cartesian forces, eV/Å:
O 0.15 0.66 0.45
C 0.66 -2.32 -0.07
C -0.89 1.48 0.42
C 0.47 -0.07 -0.37
C -0.66 -1.35 1.05
C -0.90 1.04 -0.41
O 0.38 -0.14 0.62
N 0.99 0.24 -0.41
C -1.00 -0.74 0.28
C 0.68 0.49 -0.20
C 1.54 1.16 0.57
C -1.14 -1.07 -0.37
C 0.59 -1.04 -0.40
C -0.17 0.04 0.40
S -0.06 0.09 0.13
C -0.02 0.80 0.55
O 0.50 -0.96 -1.34
N -0.33 -0.21 0.95
C 0.19 0.33 -0.81
C 0.42 0.43 0.20
C -0.06 -0.08 -0.37
C 0.03 0.43 0.29
C 0.23 0.36 -0.54
C -0.29 -0.49 0.75
N -0.53 0.65 -1.32
H 0.46 -0.52 -0.30
H 0.39 -0.13 0.40
H -0.47 0.11 0.43
H -0.18 0.32 -0.17
H -0.28 0.16 -0.08
H -0.11 0.08 0.03
H 0.19 -0.12 0.22
H -0.37 -0.42 -0.99
H 0.25 0.54 -0.27
H -0.14 -0.03 0.27
H -0.23 -0.78 0.12
H -0.13 0.49 -0.02
H -0.33 0.08 0.04
H -0.15 1.01 -0.06
H 0.44 -0.14 -0.42
H 0.02 -0.32 0.00
H 0.28 0.17 -0.23
H 0.09 0.24 0.13
H -0.24 -0.56 0.02
H -0.15 -0.48 0.06
H -0.17 -0.26 0.14
H -0.09 -0.07 -0.03
H 0.04 -0.26 0.20
H -0.19 0.06 0.47
H 0.27 1.12 -0.03

The electronic energy is -1489.127252 hartree. The SMILES is O=C1CC[C@H](C(=O)N[C@@H](CCCCCS)C(=O)Nc2ccccc2)N1. The calculation puts the orbital gap at 9.07 eV. The molar mass is 363.483 g/mol. The HOMO energy is -8.6 eV. Its energy above the lowest of the compared OMol25 structures with the same formula, charge and spin is 36.1 kcal/mol.

Per-atom natural (NBO) charges, elementary charge units: number 1, O, carries -0.59; number 2, C, carries 0.67; number 3, C, carries -0.51; number 4, C, carries -0.40; number 5, C, carries -0.13; number 6, C, carries 0.68; number 7, O, carries -0.66; number 8, N, carries -0.61; number 9, C, carries -0.14; number 10, C, carries -0.39; number 11, C, carries -0.40; number 12, C, carries -0.41; number 13, C, carries -0.40; number 14, C, carries -0.50; number 15, S, carries -0.07; number 16, C, carries 0.68; number 17, O, carries -0.60; number 18, N, carries -0.64; number 19, C, carries 0.24; number 20, C, carries -0.28; number 21, C, carries -0.19; number 22, C, carries -0.24; number 23, C, carries -0.20; number 24, C, carries -0.27; number 25, N, carries -0.64; number 26, H, carries 0.24; number 27, H, carries 0.25; number 28, H, carries 0.23; number 29, H, carries 0.23; number 30, H, carries 0.23; number 31, H, carries 0.41; number 32, H, carries 0.23; number 33, H, carries 0.23; number 34, H, carries 0.21; number 35, H, carries 0.21; number 36, H, carries 0.22; number 37, H, carries 0.21; number 38, H, carries 0.20; number 39, H, carries 0.21; number 40, H, carries 0.21; number 41, H, carries 0.21; number 42, H, carries 0.21; number 43, H, carries 0.13; number 44, H, carries 0.43; number 45, H, carries 0.25; number 46, H, carries 0.21; number 47, H, carries 0.21; number 48, H, carries 0.21; number 49, H, carries 0.22; number 50, H, carries 0.42

***

[2]
A cluster of 3 separate species, C2H9N3O in total at a distorted geometry, computed with ωB97M-V/def2-TZVPD.

Element x y z (Å)
H  0.963227  -1.237225  -0.065625
N  1.176617  -1.013720  0.906209
C  0.135789  -1.045053  1.638844
N  -1.140592  -1.190752  1.226265
H  0.282980  -0.919901  2.709391
H  -1.339419  -0.884416  0.226945
H  -1.882339  -1.075202  1.896430
C  -0.383527  0.586046  -1.946069
N  -1.347229  0.185152  -1.242137
H  -0.308300  1.564886  -2.417173
H  0.407948  -0.116010  -2.174549
H  -2.089943  0.867873  -1.097391
O  1.655292  1.521868  -0.219415
H  2.232897  2.091587  0.295347
H  1.636600  0.664867  0.262929

Cartesian forces, eV/Å:
H -0.20 0.05 -0.01
N 0.60 -0.31 -0.22
C -0.12 0.25 0.19
N -0.55 0.18 -1.15
H -0.10 0.00 0.11
H 0.22 -0.57 1.28
H 0.11 0.00 0.01
C -0.20 0.05 -0.41
N -0.35 -0.14 0.10
H -0.04 0.07 0.13
H 0.27 -0.01 0.09
H 0.23 0.23 -0.16
O -0.01 -0.15 0.03
H 0.03 -0.04 -0.01
H 0.09 0.38 0.02

The electronic energy is -321.078276 hartree. The SMILES is [H]/N=C\N.C=N.O. The calculation puts the orbital gap at 10.19 eV. The molar mass is 91.114 g/mol. The HOMO energy is -9.2 eV. Its energy above the lowest of the compared OMol25 structures with the same formula, charge and spin is 33.5 kcal/mol.

Per-atom natural (NBO) charges, elementary charge units: number 1, H, carries 0.33; number 2, N, carries -0.79; number 3, C, carries 0.32; number 4, N, carries -0.84; number 5, H, carries 0.16; number 6, H, carries 0.43; number 7, H, carries 0.38; number 8, C, carries 0.03; number 9, N, carries -0.67; number 10, H, carries 0.16; number 11, H, carries 0.16; number 12, H, carries 0.35; number 13, O, carries -0.99; number 14, H, carries 0.47; number 15, H, carries 0.50

***

Which of these has the lowest HOMO energy? C2H9N3O

***

The highest orbital gap belongs to which entry? C2H9N3O